# 1
10
Properties=species:S:1:pos:R:3:nbo_charge:R:1 method="wB97M-V/def2-TZVPD" max_force_ev_per_a=3.380 lumo_ev=-0.480 relative_energy_ev=3.085 homo_lumo_gap_ev=8.4 energy_ha=-661.47217
N -1.388 -0.547 0.383 -0.724
N -1.044 0.395 -0.675 -0.253
C 0.225 0.687 -0.735 0.007
C 1.406 0.115 0.081 0.163
O 1.147 -1.070 0.464 -0.651
S 2.863 0.856 -0.021 -0.061
H -1.443 0.014 1.280 0.384
H -2.408 -0.804 0.073 0.406
H 0.563 1.501 -1.432 0.227
H 0.079 -1.146 0.582 0.503

***

# 2
10
Properties=species:S:1:pos:R:3:mulliken_spin:R:1 method="wB97M-V/def2-TZVPD" max_force_ev_per_a=5.721 lumo_ev="0.610 / -2.544" multiplicity=3 relative_energy_ev=0.000 homo_lumo_gap_ev="6.3 / 6.8" energy_ha=-661.43210 s2=2.009
C -0.143 0.222 0.539 0.342
C -0.371 0.724 2.050 0.143
N -0.133 -1.089 0.329 0.108
N 0.213 1.137 -0.388 0.124
O -0.705 -0.031 2.961 0.280
S 0.074 2.340 2.099 1.014
H -0.342 -1.891 0.941 -0.005
H 0.045 -1.284 -0.742 0.001
H 0.169 2.040 0.060 0.000
H 0.376 0.909 -1.328 -0.007

***

# 3
11
Properties=species:S:1:pos:R:3:nbo_charge:R:1 method="wB97M-V/def2-TZVPD" max_force_ev_per_a=1.646 lumo_ev=-0.084 relative_energy_ev=2.814 homo_lumo_gap_ev=9.0 energy_ha=-1059.63984
O -0.823 2.539 0.738 -0.574
N -0.029 1.622 0.033 -0.152
C -0.531 0.458 0.180 0.188
N 0.045 -0.628 -0.543 -0.566
S 1.336 -0.325 -1.644 0.230
C -0.124 -1.938 -0.151 -0.091
S -1.259 -2.484 0.859 -0.049
H -0.226 3.207 1.109 0.477
H -1.345 0.266 0.840 0.223
H 2.308 -0.201 -0.745 0.106
H 0.649 -2.516 -0.676 0.209

***

# 4
11
Properties=species:S:1:pos:R:3:nbo_charge:R:1 method="wB97M-V/def2-TZVPD" max_force_ev_per_a=2.736 lumo_ev=0.049 relative_energy_ev=4.245 homo_lumo_gap_ev=8.6 energy_ha=-1059.58725
O -0.853 0.336 -2.532 -0.465
C -0.366 -0.351 -1.680 0.620
C -0.187 -1.097 -0.605 -0.365
N 0.379 -0.938 0.730 -0.425
N 0.473 0.317 1.283 -0.551
S 2.019 1.137 0.912 0.194
S -1.000 1.285 1.347 0.162
H -0.552 -2.112 -0.753 0.260
H -0.234 -1.497 1.332 0.373
H 1.454 1.894 -0.032 0.095
H -1.135 1.026 -0.001 0.101

***

# 5
11
Properties=species:S:1:pos:R:3:nbo_charge:R:1 method="wB97M-V/def2-TZVPD" max_force_ev_per_a=2.097 lumo_ev=-0.629 relative_energy_ev=2.070 homo_lumo_gap_ev=8.3 energy_ha=-1059.66719
N 1.430 -0.477 1.543 -0.787
C 0.330 0.235 1.164 0.245
S -0.145 1.652 1.884 -0.154
N -0.225 -0.273 -0.029 -0.189
O -1.552 0.060 -0.273 -0.488
C 0.521 -0.823 -1.090 -0.132
S -0.153 -1.034 -2.590 -0.015
H 1.955 -0.214 2.352 0.420
H 1.563 -1.429 1.202 0.399
H -1.470 1.021 -0.230 0.485
H 1.591 -0.971 -0.891 0.215

***

# 6
11
Properties=species:S:1:pos:R:3:nbo_charge:R:1 method="wB97M-V/def2-TZVPD" max_force_ev_per_a=3.331 lumo_ev=-0.188 relative_energy_ev=2.790 homo_lumo_gap_ev=8.7 energy_ha=-1059.64075
O 1.623 1.883 -1.115 -0.545
N 1.102 1.165 -0.074 -0.156
C 0.367 0.213 -0.527 0.165
N -0.289 -0.621 0.353 -0.546
S -0.005 -0.502 2.051 0.210
C -1.287 -1.491 -0.012 -0.044
S -1.788 -1.727 -1.588 -0.112
H 2.310 2.428 -0.628 0.481
H 0.180 -0.011 -1.559 0.223
H -0.577 0.688 2.279 0.118
H -1.636 -2.025 0.820 0.206

***

# 7
11
Properties=species:S:1:pos:R:3:nbo_charge:R:1 method="wB97M-V/def2-TZVPD" max_force_ev_per_a=1.648 lumo_ev=0.670 relative_energy_ev=2.200 homo_lumo_gap_ev=9.6 energy_ha=-1059.66242
S -0.637 -2.277 2.569 0.209
N 0.697 -1.717 1.713 -0.579
C 0.596 -0.816 0.853 0.365
O -0.605 -0.195 0.426 -0.526
C -0.565 0.575 -0.724 0.385
N 0.479 1.111 -1.170 -0.615
S 0.329 1.864 -2.707 0.183
H -1.591 -1.457 2.163 0.096
H 1.450 -0.371 0.346 0.195
H -1.610 0.831 -1.058 0.166
H 1.458 2.453 -2.411 0.121

***

# 8
12
Properties=species:S:1:pos:R:3:nbo_charge:R:1 method="wB97M-V/def2-TZVPD" max_force_ev_per_a=2.107 lumo_ev=-0.180 relative_energy_ev=0.484 homo_lumo_gap_ev=8.5 energy_ha=-1457.88557
O -1.225 2.236 0.119 -0.557
C -0.140 1.686 -0.002 0.376
S 1.321 2.691 -0.166 0.031
C -0.041 0.185 -0.087 0.286
N 1.147 -0.317 -0.129 -0.600
S 1.307 -1.999 -0.173 0.212
N -1.329 -0.364 -0.044 -0.787
S -1.761 -1.948 -0.317 0.236
H 2.177 1.680 -0.186 0.164
H 2.599 -1.842 0.011 0.097
H -2.050 0.384 0.004 0.439
H -2.005 -2.392 0.970 0.104

***

# 9
9
Properties=species:S:1:pos:R:3:nbo_charge:R:1 method="wB97M-V/def2-TZVPD" max_force_ev_per_a=3.905 lumo_ev="-2.589 / -2.009" relative_energy_ev=5.452 homo_lumo_gap_ev="6.6 / 8.1" energy_ha=-586.09403
C 1.072 -1.198 -1.153 0.101
C -0.495 1.164 0.051 -0.491
N 1.816 -1.418 -1.993 -0.512
N -0.054 -0.006 0.611 -0.433
S -0.924 -1.218 1.281 0.452
H -1.661 1.420 -0.082 0.192
H -0.185 2.022 0.698 0.246
H 0.157 1.173 -0.815 0.284
H 0.273 -1.939 1.402 0.160

***

# 10
9
Properties=species:S:1:pos:R:3:nbo_charge:R:1 method="wB97M-V/def2-TZVPD" max_force_ev_per_a=3.302 lumo_ev=0.698 relative_energy_ev=2.503 homo_lumo_gap_ev=10.2 energy_ha=-586.20240
C -0.766 0.938 -2.123 0.066
C 0.484 0.210 0.630 -0.020
N -1.018 0.077 -2.833 -0.319
N -0.579 -0.482 0.948 -0.791
S 1.798 -0.644 1.617 -0.089
H -0.422 1.478 -1.310 0.238
H -1.474 -0.415 0.440 0.397
H -0.665 -1.313 1.653 0.370
H 2.642 0.150 0.979 0.148

***

# 11
9
Properties=species:S:1:pos:R:3:mulliken_spin:R:1 method="wB97M-V/def2-TZVPD" max_force_ev_per_a=6.145 lumo_ev="0.723 / -1.961" multiplicity=3 relative_energy_ev=4.049 homo_lumo_gap_ev="7.3 / 7.5" energy_ha=-586.04824 s2=2.024
C -1.064 0.181 -1.068 -0.114
C 2.026 1.250 0.280 0.764
N -0.051 1.089 -0.835 0.780
N 0.910 0.975 -0.074 0.167
S -2.159 0.179 0.678 0.275
H -1.896 0.641 -1.762 0.002
H -0.911 -0.837 -1.219 0.007
H 2.631 1.006 1.154 0.124
H -1.960 -0.962 0.420 -0.005

***

# 12
9
Properties=species:S:1:pos:R:3:mulliken_spin:R:1 method="wB97M-V/def2-TZVPD" max_force_ev_per_a=2.523 lumo_ev="0.840 / -1.653" multiplicity=3 relative_energy_ev=3.134 homo_lumo_gap_ev="7.9 / 7.3" energy_ha=-586.08185 s2=2.012
C -1.340 -0.921 -0.957 1.495
C 0.903 -0.119 0.830 0.029
N -0.895 1.240 0.499 0.049
N 0.205 0.882 1.147 0.039
S -1.495 0.691 -1.036 0.322
H -1.662 -1.309 -1.931 0.048
H 1.759 -0.332 1.448 0.016
H 0.700 -0.801 0.001 0.004
H -1.207 2.168 0.745 -0.002

***

# 13
10
Properties=species:S:1:pos:R:3:nbo_charge:R:1 method="wB97M-V/def2-TZVPD" max_force_ev_per_a=2.411 lumo_ev=-0.445 relative_energy_ev=1.244 homo_lumo_gap_ev=8.5 energy_ha=-984.46919
H -1.635 -1.873 -0.652 0.349
N -1.872 -0.950 -0.411 -0.674
C -0.867 -0.344 0.055 0.287
N -0.869 1.029 0.264 -0.829
S 0.684 -1.153 0.476 0.296
C 1.888 -0.045 -0.149 -0.539
S 3.474 -0.265 -0.040 0.076
H -0.414 1.309 1.095 0.389
H -1.793 1.422 0.082 0.404
H 1.404 0.870 -0.718 0.240

***

# 14
10
Properties=species:S:1:pos:R:3:nbo_charge:R:1 method="wB97M-V/def2-TZVPD" max_force_ev_per_a=5.767 lumo_ev="-1.698 / -1.841" relative_energy_ev=3.238 homo_lumo_gap_ev="7.2 / 7.0" energy_ha=-984.39588
C 0.658 0.107 -0.624 0.114
C -0.694 0.368 0.120 -0.309
N 0.563 -0.093 -1.814 -0.684
N -0.808 -0.433 1.296 -0.718
S 2.092 0.138 0.426 -0.091
S 0.149 0.020 2.463 0.416
H -0.888 1.491 0.329 0.243
H -1.504 0.126 -0.782 0.242
H 1.298 -0.256 -2.565 0.383
H -0.865 -1.468 1.150 0.403

***

# 15
10
Properties=species:S:1:pos:R:3:nbo_charge:R:1 method="wB97M-V/def2-TZVPD" max_force_ev_per_a=1.773 lumo_ev=-0.381 relative_energy_ev=2.612 homo_lumo_gap_ev=8.6 energy_ha=-984.41890
S -2.532 -0.547 -0.872 0.129
N -1.443 0.820 -0.680 -0.469
C -0.287 0.612 -0.166 -0.006
C 0.301 -0.652 0.273 0.007
N 1.461 -0.826 0.772 -0.477
S 2.515 0.546 0.789 0.154
H -3.220 0.181 -1.755 0.132
H 0.341 1.532 -0.177 0.206
H -0.404 -1.495 0.222 0.197
H 3.335 0.085 1.745 0.127

***

# 16
10
Properties=species:S:1:pos:R:3:nbo_charge:R:1 method="wB97M-V/def2-TZVPD" max_force_ev_per_a=5.874 lumo_ev=-1.722 relative_energy_ev=6.478 homo_lumo_gap_ev=7.3 energy_ha=-984.27683
C -0.212 -0.123 -0.118 0.269
C -1.510 -0.817 -0.035 -0.258
H 1.070 1.757 -0.763 0.418
H -0.915 1.708 0.045 0.398
H -1.586 -1.842 -0.458 0.241
H 3.100 -0.990 1.442 0.181
N -0.079 1.200 0.018 -0.771
N 0.772 -0.909 -0.225 -0.554
S -2.969 0.025 0.082 0.040
S 2.329 -0.009 0.012 0.036

***

# 17
10
Properties=species:S:1:pos:R:3:nbo_charge:R:1 method="wB97M-V/def2-TZVPD" max_force_ev_per_a=5.503 lumo_ev=0.010 relative_energy_ev=3.989 homo_lumo_gap_ev=9.2 energy_ha=-984.36829
N 0.538 1.584 -0.833 -0.350
C -0.143 0.733 -1.149 0.209
C -1.190 -0.238 -1.223 -0.575
S -0.768 -1.583 0.336 -0.026
S -0.414 0.043 1.697 0.337
N 1.252 0.181 1.711 -1.001
H -0.272 -0.551 -2.104 0.287
H -2.333 -0.377 -1.415 0.319
H 1.843 -0.598 1.998 0.398
H 1.486 0.807 0.982 0.403

***

# 18
11
Properties=species:S:1:pos:R:3:nbo_charge:R:1 method="wB97M-V/def2-TZVPD" max_force_ev_per_a=2.365 lumo_ev=-0.010 relative_energy_ev=1.506 homo_lumo_gap_ev=8.9 energy_ha=-1382.61675
S -0.642 -0.842 -1.409 0.018
C -0.285 0.602 -0.573 -0.085
C -0.794 1.820 -0.950 -0.469
S -0.113 3.018 0.072 0.641
N 0.706 1.870 0.966 -0.350
N 0.474 0.654 0.532 -0.238
H -0.222 -1.743 -0.373 0.158
H -1.651 2.057 -1.563 0.257
S 0.478 -2.955 1.279 -0.289
H 0.248 -1.610 1.340 0.177
H 1.801 -2.872 0.678 0.180

***

# 19
10
Properties=species:S:1:pos:R:3:nbo_charge:R:1 method="wB97M-V/def2-TZVPD" max_force_ev_per_a=4.307 lumo_ev=-6.338 relative_energy_ev=2.937 homo_lumo_gap_ev=8.6 energy_ha=-317.73382 total_charge=+1
C 0.721 1.678 -0.347 0.913
C 0.095 -0.031 1.286 -0.425
N -0.838 -1.382 -1.653 -0.117
N 0.302 0.586 0.015 -0.577
N -0.376 -0.361 -1.757 0.399
O 1.170 2.593 -0.844 -0.383
H 0.300 0.587 2.262 0.257
H -0.871 -0.341 1.201 0.199
H 0.644 -0.995 1.385 0.220
H -1.147 -2.333 -1.548 0.513

***

# 20
10
Properties=species:S:1:pos:R:3:mulliken_spin:R:1 method="wB97M-V/def2-TZVPD" max_force_ev_per_a=5.908 lumo_ev="-6.568 / -7.550" multiplicity=3 relative_energy_ev=1.297 homo_lumo_gap_ev="8.0 / 8.0" energy_ha=-317.60141 total_charge=+1 s2=2.009
C 2.525 -0.951 -0.418 0.026
C -0.797 0.566 0.091 0.017
N 1.177 -0.766 -0.403 0.429
N 3.251 -0.043 0.116 0.455
N 0.424 0.070 -0.055 0.452
O 2.986 1.020 0.514 0.544
H 3.145 -1.817 -0.749 -0.001
H -1.547 -0.104 -0.355 0.066
H -0.867 0.701 1.107 0.004
H -0.924 1.368 -0.624 0.008